a) 28
Properties=species:S:1:pos:R:3 method="wB97M-V/def2-TZVPD" orbital_gap_ev=11.135 charge=+1 homo_ev=-13.80
N 0.81 -0.69 -0.19
C -0.16 0.12 0.64
C -0.81 1.27 -0.25
C -1.54 0.69 -1.50
O 0.22 2.00 -0.73
C 0.65 0.40 1.92
N -0.03 1.29 2.82
O 1.74 -0.08 2.09
H 0.51 -1.03 -1.20
H 1.10 -1.56 0.26
H 1.79 -0.08 -0.23
H -0.94 -0.53 0.80
H -1.57 1.89 0.27
H -1.34 1.30 -2.39
H -2.62 0.71 -1.36
H -1.25 -0.27 -1.77
H 0.47 2.86 -0.30
H -0.78 1.88 2.57
H 0.55 1.71 3.65
H -2.60 -2.32 2.68
H -1.88 -1.52 3.62
O -1.80 -1.87 2.70
H 3.28 0.80 -1.32
H 3.95 -0.50 -1.81
O 3.15 -0.22 -1.43
H -0.95 -2.45 -2.91
H 0.28 -1.99 -3.77
O -0.23 -1.79 -2.86

=====

b) 28
Properties=species:S:1:pos:R:3 method="wB97M-V/def2-TZVPD" orbital_gap_ev=10.755 charge=+1 homo_ev=-13.70
N -0.43 -0.05 -1.63
C -0.76 0.73 -0.39
C 0.10 2.00 -0.32
C 1.59 1.65 -0.08
O 1.57 0.24 0.22
C -2.24 1.06 -0.41
N -2.77 1.17 0.83
O -2.84 1.30 -1.43
H 0.35 0.41 -2.09
H -1.25 -0.20 -2.23
H -0.13 -1.01 -1.44
H -0.56 0.07 0.43
H -0.33 2.58 0.49
H 0.02 2.56 -1.24
H 2.06 2.16 0.75
H 2.17 1.74 -0.99
H 2.35 -0.21 -0.09
H -2.21 0.86 1.62
H -3.59 1.72 1.01
H 2.17 -2.49 -2.39
H 2.81 -2.54 -0.98
O 2.06 -2.22 -1.47
H -0.40 -0.87 3.56
H 0.64 -0.72 2.55
O -0.25 -0.39 2.73
H -0.41 -2.93 1.66
H 0.32 -3.73 0.55
O -0.04 -2.87 0.77

=====

Stability ranking, top and bottom: b) is the most stable and a) is the least stable.

=====

a) 18
Properties=species:S:1:pos:R:3 method="wB97M-V/def2-TZVPD" orbital_gap_ev=9.398 smiles="C=NCC.C=CO" homo_ev=-8.49
C 2.05 -2.99 -0.72
C 1.46 -1.88 -0.31
O 0.13 -1.64 -0.47
H 3.10 -3.11 -0.54
H 1.51 -3.78 -1.22
H 2.03 -1.11 0.19
H -0.08 -0.73 -0.19
C -0.22 1.88 1.91
C -0.27 2.04 0.39
C -2.07 1.29 -0.89
N -1.06 0.97 -0.20
H 0.56 2.54 2.31
H -1.17 2.14 2.36
H 0.04 0.86 2.17
H 0.74 1.97 -0.01
H -0.68 3.03 0.13
H -2.34 2.33 -1.07
H -2.69 0.51 -1.33

=====

b) 18
Properties=species:S:1:pos:R:3 method="wB97M-V/def2-TZVPD" orbital_gap_ev=8.398 homo_ev=-7.88
C 1.74 0.92 0.33
C 1.32 -0.29 -0.49
O 1.99 -0.79 -1.40
H 0.97 -1.08 0.38
H 1.95 1.76 -0.34
H 0.97 1.23 1.04
H 2.65 0.66 0.87
C -1.35 -1.01 1.19
N -0.99 1.32 -0.58
C -0.46 0.05 -0.98
C -0.65 -1.06 -0.13
H -0.55 2.08 -1.08
H -2.00 1.38 -0.72
H -0.40 -0.15 -2.05
H -0.52 -2.04 -0.58
H -2.41 -1.22 1.02
H -1.29 -0.02 1.64
H -0.97 -1.76 1.88

=====

Stability ranking, top and bottom: a) is the most stable and b) is the least stable.

=====

a) 18
Properties=species:S:1:pos:R:3 method="wB97M-V/def2-TZVPD" orbital_gap_ev=9.836 smiles=OC[C@@H]1CCCN1 homo_ev=-8.80
N 0.89 0.67 -0.45
C 0.08 1.69 0.27
C -0.45 0.98 1.49
C -0.71 -0.44 0.97
C 0.43 -0.66 -0.04
C -0.02 -1.46 -1.29
O 0.77 -1.24 -2.43
H 1.87 0.80 -0.27
H -0.71 2.00 -0.40
H 0.66 2.57 0.53
H -1.27 1.45 2.02
H 0.33 0.87 2.24
H -0.66 -1.15 1.80
H -1.72 -0.60 0.57
H 1.20 -1.25 0.45
H 0.00 -2.53 -1.07
H -1.08 -1.20 -1.45
H 0.38 -0.50 -2.94

=====

b) 18
Properties=species:S:1:pos:R:3 method="wB97M-V/def2-TZVPD" orbital_gap_ev=8.996 homo_ev=-8.10
C 2.12 -1.56 -0.78
C 1.05 -1.50 0.32
N -0.30 -1.07 -0.02
C -1.95 0.54 0.79
C -0.69 0.23 0.44
C 0.12 1.64 -1.19
O 1.22 1.52 -0.90
H 2.18 -0.62 -1.28
H 3.05 -1.89 -0.29
H 1.89 -2.38 -1.47
H 0.92 -2.50 0.77
H 1.40 -0.90 1.15
H -0.45 -1.41 -0.99
H -3.29 4.01 0.45
H -2.05 1.30 1.54
H -2.72 0.02 0.23
H 0.08 0.75 0.98
H -2.60 3.81 0.25

=====

c) 18
Properties=species:S:1:pos:R:3 method="wB97M-V/def2-TZVPD" orbital_gap_ev=9.796 homo_ev=-9.10
C -0.35 1.90 -1.64
C 0.63 0.97 -0.96
C -0.71 -1.06 -1.14
C 0.23 -0.38 0.98
C -0.40 -1.57 1.65
H -0.74 1.27 -2.57
H 0.01 2.97 -2.07
H -1.37 2.11 -1.04
H 0.87 1.74 0.04
H 1.51 0.79 -1.32
H -1.01 -2.26 -0.63
H 0.02 -1.03 -2.02
H -1.66 -0.52 -1.20
H 0.03 -2.55 1.26
H -0.40 -1.44 2.77
H -1.73 -1.68 1.49
N 0.04 -0.15 -0.28
O 0.97 0.31 1.73

=====

d) 18
Properties=species:S:1:pos:R:3 method="wB97M-V/def2-TZVPD" orbital_gap_ev=9.199 smiles="C=C/C=C/CN.O" homo_ev=-8.43
N -2.07 1.03 0.26
C -1.05 0.45 1.11
C 3.29 -0.46 0.09
C 2.13 -0.97 -0.50
C 0.81 -0.21 -0.39
C 0.37 0.24 0.76
H -1.60 1.50 -0.59
H -2.51 1.75 0.82
H -1.02 1.32 1.94
H -1.50 -0.43 1.52
H 4.18 -1.04 -0.02
H 3.38 0.60 0.31
H 2.32 -1.56 -1.45
H 0.27 -0.19 -1.32
H 0.90 0.41 1.77
H -2.89 -0.92 -2.22
H -2.77 -0.68 -0.66
O -2.25 -0.83 -1.44

=====

Stability ranking, top and bottom: a) is the most stable and d) is the least stable.

=====

a) 15
Properties=species:S:1:pos:R:3 method="wB97M-V/def2-TZVPD" orbital_gap_ev=6.884 charge=-1 smiles=NCCNC[O-] homo_ev=-2.75
C -0.08 0.65 0.74
N 0.32 -0.27 -0.26
C 1.39 0.22 -1.47
O 1.13 0.06 -2.78
C -1.41 0.32 1.47
N -1.31 -1.00 2.12
H -0.13 1.69 0.33
H 0.79 0.68 1.57
H -0.42 -0.52 -0.96
H 2.36 -0.35 -1.09
H 1.46 1.41 -1.32
H -2.16 0.14 0.67
H -1.79 1.22 2.00
H -1.28 -1.62 1.25
H -0.33 -1.29 2.33

=====

b) 15
Properties=species:S:1:pos:R:3 method="wB97M-V/def2-TZVPD" orbital_gap_ev=7.433 charge=-1 homo_ev=-2.79
C 1.65 0.37 -0.20
O 0.44 0.50 0.43
C 2.79 0.27 0.84
H 1.82 1.21 -0.90
H 1.68 -0.58 -0.77
H 3.79 0.30 0.39
H 2.66 -0.69 1.34
H 2.64 1.06 1.57
N -2.17 0.72 -0.09
C -1.59 -0.56 -0.04
N -1.75 -1.38 -1.01
H -2.74 0.82 -0.92
H -1.43 1.41 -0.03
H -1.26 -0.82 0.96
H -1.44 -2.30 -0.71

=====

Stability ranking, top and bottom: b) is the most stable and a) is the least stable.

=====

a) 10
Properties=species:S:1:pos:R:3 method="wB97M-V/def2-TZVPD" orbital_gap_ev=11.323 smiles="C#CCOC=O" homo_ev=-10.40
O -0.52 0.97 -1.57
C 0.57 0.47 -1.58
O 0.97 -0.57 -0.84
C -0.03 -1.07 0.06
C -0.21 -0.19 1.22
C -0.39 0.55 2.15
H 1.41 0.80 -2.22
H -0.98 -1.17 -0.47
H 0.32 -2.05 0.36
H -0.54 1.23 2.96

=====

b) 10
Properties=species:S:1:pos:R:3 method="wB97M-V/def2-TZVPD" orbital_gap_ev=9.432 homo_ev=-8.96
C 0.07 0.05 0.38
C -0.76 0.45 -0.71
O -2.13 -0.49 -0.07
C 1.47 -0.07 0.16
C 2.65 -0.20 -0.01
O -0.86 0.86 -1.79
H -2.82 0.02 0.39
H -0.23 0.51 1.32
H -1.08 -0.80 0.50
H 3.70 -0.33 -0.16

=====

c) 10
Properties=species:S:1:pos:R:3 method="wB97M-V/def2-TZVPD" orbital_gap_ev=9.133 homo_ev=-8.98
O -0.33 2.35 -0.26
C -0.05 1.19 -0.12
C -0.90 -0.04 0.23
C 0.33 -0.91 0.02
O 0.89 -0.52 -1.21
C 1.34 0.51 -0.34
H -1.74 -0.27 -0.43
H -1.25 0.01 1.27
H 0.44 -1.97 0.22
H 1.18 -0.43 0.75

=====

d) 10
Properties=species:S:1:pos:R:3 method="wB97M-V/def2-TZVPD" orbital_gap_ev=9.868 smiles="C[C@]12O[C@H]1C2=O" homo_ev=-9.14
C -1.46 -0.11 -0.05
C -0.99 1.04 0.68
C -0.11 0.19 -0.38
C 1.19 -0.58 -0.33
O -2.21 -1.14 0.02
O -0.23 1.59 -0.33
H -0.69 1.40 1.57
H 1.34 -0.94 -1.33
H 1.10 -1.40 0.43
H 2.07 -0.06 -0.27

=====

Stability ranking, top and bottom: a) is the most stable and c) is the least stable.

=====

a) 10
Properties=species:S:1:pos:R:3 method="wB97M-V/def2-TZVPD" orbital_gap_ev=10.120 smiles="C#CC(=O)CO" homo_ev=-10.26
O -1.93 -0.45 0.34
C -1.10 0.32 -0.51
C 0.23 -0.42 -0.72
O 0.38 -1.26 -1.57
C 1.29 -0.08 0.22
C 2.17 0.25 0.99
H -1.47 -0.60 1.17
H -0.92 1.33 -0.11
H -1.61 0.39 -1.47
H 2.95 0.52 1.66

=====

b) 10
Properties=species:S:1:pos:R:3 method="wB97M-V/def2-TZVPD" orbital_gap_ev=9.593 homo_ev=-8.82
C -1.65 -0.12 0.06
C 0.87 -0.16 -0.58
C 0.30 -0.78 0.67
C 0.29 0.75 0.35
O -2.66 -0.65 -0.11
O -1.10 0.98 0.04
H 1.96 -0.19 -0.94
H 0.34 -0.17 -1.59
H 0.89 -1.36 1.32
H 0.77 1.72 0.78

=====

Stability ranking, top and bottom: a) is the most stable and b) is the least stable.

=====

a) 14
Properties=species:S:1:pos:R:3 method="wB97M-V/def2-TZVPD" orbital_gap_ev=9.552 smiles="OC[C@H]1ON=CNO1" homo_ev=-8.98
C 0.30 1.26 -0.84
C 0.60 0.42 0.45
C -0.56 -1.46 -0.45
H -1.74 1.66 -0.54
H -0.04 0.52 -1.49
H 1.24 1.85 -1.10
H 1.32 0.84 1.08
H 1.55 -2.25 -0.51
H -1.05 -2.09 -1.45
N 0.87 -1.53 -0.50
N -1.38 -0.86 0.42
O -0.73 2.31 -0.46
O 1.49 -0.52 0.41
O -0.73 0.08 1.25

=====

b) 14
Properties=species:S:1:pos:R:3 method="wB97M-V/def2-TZVPD" orbital_gap_ev=10.534 homo_ev=-10.13
O 0.93 1.25 2.27
C 0.55 0.60 1.32
C 1.39 0.16 0.14
N 0.46 -0.59 -0.70
C -0.88 -0.73 -0.01
O -1.44 -1.81 0.06
N -0.72 0.14 1.11
H 1.78 1.04 -0.38
H 2.23 -0.45 0.49
H 0.79 -1.47 -1.08
H -1.48 0.29 1.76
H -0.31 0.15 -1.85
O -1.58 0.25 -1.73
H -1.71 1.15 -1.41

=====

Stability ranking, top and bottom: b) is the most stable and a) is the least stable.

=====

a) 14
Properties=species:S:1:pos:R:3 method="wB97M-V/def2-TZVPD" orbital_gap_ev=9.473 homo_ev=-8.99
C 2.56 -0.44 0.08
C 0.23 0.01 -0.09
C -2.12 0.90 0.06
H 3.55 0.21 0.11
H 2.29 -0.64 1.16
H 2.56 -1.30 -0.66
H -0.41 1.97 -0.30
H -2.66 1.85 0.26
H -1.46 -1.35 -0.20
N -0.71 1.07 -0.06
N -2.92 -0.15 0.10
O 1.45 0.42 -0.34
O 0.07 -1.16 0.15
O -2.42 -1.39 -0.27

=====

b) 14
Properties=species:S:1:pos:R:3 method="wB97M-V/def2-TZVPD" orbital_gap_ev=10.549 smiles="C[C@@]1(O)OC(=O)N1N" homo_ev=-9.87
C -1.29 -0.27 -1.09
C -0.62 -0.60 0.22
O -1.52 -0.67 1.22
O 0.33 -1.61 0.20
H -1.09 -0.98 2.03
H -1.74 0.72 -1.01
H -2.06 -1.01 -1.29
H -0.55 -0.28 -1.89
N 0.94 1.75 0.26
N 0.66 0.41 0.51
C 1.45 -0.65 0.23
O 2.57 -0.87 -0.07
H 1.68 1.85 -0.44
H 1.24 2.21 1.12

=====

Stability ranking, top and bottom: b) is the most stable and a) is the least stable.